Computed, not measured: a molecular structure, C2H2O3Sm, with ωB97M-V/def2-TZVPD.

Structure (XYZ):
```
8
Properties=species:S:1:pos:R:3
H -0.777 0.244 1.373
O -1.278 -1.209 -0.097
O 0.075 -1.628 -0.358
C -0.675 0.111 0.285
C 0.642 -0.501 -0.134
Sm 3.422 -0.055 -0.136
O -1.024 1.159 -0.500
H -0.385 1.879 -0.434
```

Values from the calculation:
HOMO energy (alpha / beta), eV: -9.8 / -14.8
Total energy, eV: -26138.1062
Multiplicity: 8
⟨S²⟩: 15.7554
Kohn-Sham gap (alpha / beta), eV: 4.91 / 10.00
Total charge: +1

Atomic partial charges in e from the Löwdin method, atoms 1 to 6: number 1, H, carries 0.18; number 2, O, carries 0.07; number 3, O, carries 0.05; number 4, C, carries -0.36; number 5, C, carries -0.14; number 6, Sm, carries 0.99



Computed, not measured: 2 unconnected molecules or ions with the total composition C5H9NO, with ωB97M-V/def2-TZVPD.

Structure (XYZ):
```
16
Properties=species:S:1:pos:R:3
C -1.470 -0.436 1.266
C -1.472 -0.426 -1.267
C -1.136 0.309 0.002
O -0.609 1.396 0.005
H -1.301 0.194 2.135
H -2.503 -0.776 1.249
H -1.318 0.215 -2.131
H -2.500 -0.780 -1.247
H -0.815 -1.291 -1.342
H -0.824 -1.310 1.326
C 2.513 0.934 0.001
C 1.979 -0.394 0.000
N 1.533 -1.448 -0.002
H 3.115 1.091 -0.893
H 1.679 1.637 0.010
H 3.128 1.084 0.888
```

Values from the calculation:
HOMO energy, eV: -9.7
SMILES: CC(C)=O.CC#N
Total energy, eV: -8868.3189
Kohn-Sham gap, eV: 10.62
Energy above the lowest of the compared OMol25 structures with the same formula, charge and spin, kJ/mol: 86.2
Total charge: 0

Atomic partial charges in e from the Löwdin method, atoms 1 to 6: number 1, C, carries -0.03; number 2, C, carries -0.03; number 3, C, carries -0.52; number 4, O, carries 0.04; number 5, H, carries 0.08; number 6, H, carries 0.08



Computed, not measured: a single C6H15NS molecule, with ωB97M-V/def2-TZVPD.

Structure (XYZ):
```
23
Properties=species:S:1:pos:R:3
C -0.967 2.235 -1.138
C -1.166 1.061 -0.365
C 1.258 0.472 -0.449
C 1.230 -0.549 -1.535
C -0.173 -0.243 1.443
C -0.359 -1.727 1.079
H -0.879 3.167 -0.395
H -1.751 2.437 -1.953
H 0.231 2.116 -1.633
H -1.367 0.108 -1.065
H -2.124 1.052 0.333
H 1.808 1.363 -0.805
H 1.919 0.096 0.388
H 0.726 -0.179 -2.496
H 2.373 -0.761 -1.815
H 0.855 -1.532 -1.059
H -1.227 0.006 2.019
H 0.482 -0.144 2.433
H -1.217 -1.777 0.494
H 0.670 -1.990 0.641
H 0.351 -2.952 3.124
N 0.100 0.587 0.299
S -0.772 -2.846 2.453
```

Values from the calculation:
HOMO energy, eV: -8.1
SMILES: CCN(CC)CCS
Total energy, eV: -18787.1098
Kohn-Sham gap, eV: 9.03
Energy above the lowest of the compared OMol25 structures with the same formula, charge and spin, kJ/mol: 335.7
Total charge: 0

Atomic partial charges in e from the Löwdin method, atoms 1 to 6: number 1, C, carries -0.15; number 2, C, carries -0.32; number 3, C, carries -0.37; number 4, C, carries -0.11; number 5, C, carries -0.30; number 6, C, carries -0.59



Computed, not measured: a molecular structure, C21H47FI2N2O4P3STm, with ωB97M-V/def2-TZVPD.

Structure (XYZ):
```
82
Properties=species:S:1:pos:R:3
C 5.771 -1.954 1.693
C 5.349 -0.476 1.753
O 5.820 0.290 0.674
C 5.078 0.127 -0.523
C 4.502 1.440 -1.011
C 3.271 1.908 -0.210
C 2.058 2.170 -1.082
C 0.721 1.979 -0.340
C 0.390 0.495 -0.267
O -0.221 -0.132 -1.362
P -1.811 -0.632 -1.044
C -1.494 -2.532 -0.908
C -1.781 -3.176 0.463
C -1.945 -4.688 0.208
F -1.605 -5.420 1.317
C -2.501 1.165 -1.040
O -2.650 1.660 0.306
C -3.747 2.558 0.435
C -3.641 3.797 -0.462
P -4.045 -1.175 -0.854
N -4.826 -0.646 0.530
C -2.034 -0.979 -2.964
I -2.444 0.773 -4.238
C -0.867 -1.785 -3.610
C -1.325 -3.171 -4.138
I -0.023 -0.801 -5.379
O -1.486 -0.587 0.659
C -0.271 -0.088 1.051
C -0.582 0.892 2.213
C 0.424 1.033 3.344
C 0.055 2.220 4.265
N -0.353 3.403 3.507
P 1.047 -1.256 1.713
S 1.578 -2.769 0.561
H 4.891 -2.587 1.587
H 6.246 -2.244 2.621
H 6.469 -2.138 0.887
H 5.701 -0.047 2.684
H 4.254 -0.417 1.769
H 5.759 -0.263 -1.277
H 4.293 -0.630 -0.429
H 4.260 1.302 -2.063
H 5.306 2.166 -0.980
H 3.069 1.154 0.554
H 3.578 2.801 0.321
H 2.064 1.495 -1.938
H 2.073 3.182 -1.468
H -0.025 2.592 -0.835
H 0.834 2.384 0.661
H 1.392 0.042 -0.303
H -0.472 -2.808 -1.163
H -2.120 -3.097 -1.595
H -0.948 -3.113 1.158
H -2.719 -2.863 0.909
H -1.392 -4.999 -0.674
H -2.998 -4.880 -0.006
H -3.501 1.220 -1.462
H -1.809 1.851 -1.514
H -3.728 2.901 1.462
H -4.701 2.052 0.250
H -4.018 3.554 -1.450
H -2.589 4.038 -0.589
H -4.219 4.610 -0.048
H -4.790 -0.630 -1.922
H -4.326 -2.557 -0.941
H -4.142 -0.171 1.132
H -2.920 -1.595 -3.081
H -0.003 -1.941 -2.990
H -2.399 -3.296 -4.062
H -0.900 -3.920 -3.474
H -0.956 -3.383 -5.127
H -1.519 0.549 2.635
H -0.741 1.864 1.768
H 0.469 0.178 4.013
H 1.416 1.281 2.963
H -0.699 1.871 4.967
H 0.937 2.413 4.862
H 0.077 4.223 3.912
H -1.351 3.508 3.629
H 0.604 -1.768 2.944
H 2.188 -0.465 1.910
Tm -2.310 2.937 -5.467
```

Values from the calculation:
HOMO energy (alpha / beta), eV: -11.7 / -11.7
Total energy, eV: -120833.6917
Multiplicity: 3
⟨S²⟩: 2.0087
Kohn-Sham gap (alpha / beta), eV: 3.09 / 3.07
Total charge: +2

Atomic partial charges in e from the Löwdin method, atoms 1 to 6: number 1, C, carries -0.05; number 2, C, carries -0.27; number 3, O, carries -0.13; number 4, C, carries -0.23; number 5, C, carries -0.16; number 6, C, carries -0.18